Here is a 8-piece molecular cluster, C46H63ClF3N2O4 overall at a distorted geometry from the OMol25 dataset. Energies are from ωB97M-V with the def2-TZVPD basis set.

Geometry as XYZ:
```
119
Properties=species:S:1:pos:R:3:forces:R:3
C -4.8826 0.2315 3.6088 0.7 0.0 0.4
C 6.4227 1.6459 -0.1154 -1.7 0.2 0.6
C -6.1946 0.1759 1.6076 1.1 -1.4 -1.7
H 5.9113 4.5206 -1.8909 -0.2 0.1 0.1
H 1.4857 -5.0814 -1.6496 -0.8 -0.3 -0.3
C 2.4827 -2.2808 -3.5007 0.9 -0.2 0.2
C -3.0102 3.0014 1.0945 0.1 -1.4 -0.2
N 3.3636 -3.1407 -2.5871 0.7 -1.1 1.9
H 0.6172 -3.4864 0.7305 -0.3 -0.1 0.5
C -5.8676 -2.1283 -4.4637 0.4 0.1 -0.3
C -2.0696 5.0996 1.7829 1.3 0.0 0.1
H -2.1212 1.6535 -1.8384 -0.5 0.2 0.1
H 4.7438 0.5968 0.9542 0.5 -0.4 0.0
N -4.2525 -0.2681 -3.6915 0.4 0.1 0.2
H 4.5212 3.1544 2.8240 -0.4 -0.1 -0.6
C 4.2875 4.0271 4.6627 0.6 0.4 0.9
H 2.5994 -2.6680 -4.5129 -0.5 -0.4 0.2
C -3.0606 5.8145 1.1643 0.3 -1.2 -0.6
H 3.3367 -4.1680 -0.6043 0.4 0.0 -0.5
H -1.3756 -0.0064 -3.3547 -0.4 0.0 -0.5
H -7.7150 -2.9773 -3.6823 -0.1 0.6 0.4
C 4.4465 3.4231 -0.6831 -0.9 2.6 -2.0
H -2.9390 1.9248 1.0470 -0.1 -0.2 0.2
H -7.3915 -3.3991 -5.2529 0.1 0.2 -0.5
H -1.4592 -0.9154 -1.9203 0.0 0.1 0.2
C -5.1803 -0.6724 1.0612 0.0 0.2 1.0
H 3.9113 4.7007 6.6622 0.0 0.1 0.0
H -5.5065 -1.9691 -5.4798 0.2 0.1 0.0
H -2.9770 6.8909 1.1950 -0.6 0.1 -0.2
H 4.3673 -4.9828 -2.5228 0.0 -0.4 -0.6
C -7.3141 -2.5344 -4.5940 -0.4 -0.8 0.2
H 4.1259 -4.1536 -4.1962 0.4 -0.8 0.0
H 7.7045 2.7907 -1.2798 0.1 0.6 -0.1
H -3.7266 -0.6161 -5.8469 -0.4 -0.3 0.4
C -3.1719 -1.2829 -3.0774 -0.1 1.0 -1.2
C 3.2762 -3.3706 5.7843 -0.8 -1.2 -1.2
H 0.5026 3.4167 4.4441 -0.1 -0.1 -0.1
C 2.4264 3.1896 3.3886 -1.2 1.1 1.4
C 2.1341 4.0567 5.6340 0.3 0.5 1.4
H 2.7240 -4.9311 -3.3902 0.4 -0.6 -0.1
H -6.0429 -0.8700 -2.6490 0.3 -0.3 0.0
H -7.0357 0.4400 0.9836 0.0 0.1 0.0
H -2.8465 -1.9894 -3.8410 -0.1 0.1 -0.4
H -6.7460 1.3328 3.3051 -0.1 -0.2 0.2
H 4.8644 -0.0672 -2.4393 0.1 -0.2 0.2
H -5.2924 -2.9670 -4.0716 0.1 0.2 0.3
H 3.3946 -2.0538 7.4818 0.4 -0.2 0.1
H -4.9239 5.6293 0.2764 -0.2 -0.2 -0.8
H -3.0280 0.3951 -0.8944 -0.2 0.6 0.2
C 2.9903 -3.5005 4.3894 0.6 3.0 2.3
H 3.5734 4.0008 -0.9484 0.2 0.7 -0.2
H -1.3133 3.2298 2.4154 0.3 -0.4 -0.5
O 0.8637 -0.0223 -1.0192 -0.9 0.3 0.4
H -4.6885 0.8798 -5.5005 -0.2 -0.2 0.2
H 5.3545 4.1898 4.7012 0.1 0.1 0.1
H -4.7537 0.6035 4.6144 -0.1 0.2 0.1
C -4.0235 5.0754 0.4974 -1.9 -0.7 0.4
H 1.3715 -5.0890 0.8774 0.5 0.2 -0.1
C 5.0880 1.4219 0.3483 2.1 -0.1 0.0
C 1.2634 -4.1501 -1.1285 1.4 -0.8 -1.6
H 5.4714 -2.3209 -3.0542 -0.5 -0.7 -0.4
C 3.1196 -0.9336 -3.4662 0.2 2.5 1.3
H 2.6209 -2.3178 2.6234 -0.1 -0.1 -0.2
H 7.2223 0.9628 0.1304 0.0 -0.1 0.0
H -4.1331 1.9378 -3.2285 -0.4 -0.4 -0.3
C 4.6799 -2.2624 -2.3070 -0.8 0.6 1.0
C 3.4910 4.3343 5.7373 0.1 -0.3 -0.2
C 4.1330 -0.8535 -2.2525 -1.3 -0.6 -1.8
O 0.2841 1.3793 0.8383 0.2 -1.4 -0.1
C -4.0529 3.6405 0.4763 0.2 2.9 0.6
H 0.5181 -3.5855 -1.6888 0.1 0.1 -0.1
H 2.6460 -2.5754 -0.5824 0.1 0.3 -0.3
H -3.3363 -1.7434 1.3265 0.1 0.1 -0.1
H -6.2714 -0.0453 -4.1683 -0.2 0.0 0.0
C 2.6775 -3.5000 -1.1587 -0.4 1.2 0.2
C 3.7644 3.4436 3.5381 0.7 -0.5 -0.7
C 4.1328 2.3479 0.0444 -0.5 -2.2 0.8
C -4.1215 0.9788 -2.7105 0.4 -1.0 0.8
H 3.6100 -0.6512 -4.3978 0.1 -0.2 0.0
O 1.7705 -0.5369 1.0305 -0.3 0.6 0.7
C 3.7137 -4.4973 -3.2475 -1.0 2.6 0.7
C -4.0454 -1.0726 1.7885 -0.6 0.7 0.2
C 0.7363 -4.4595 0.2542 0.3 0.6 0.6
O -0.5365 -0.8841 0.7251 -0.3 0.5 -0.1
F -5.1630 2.9902 0.0041 1.1 0.3 0.0
H -0.2122 -4.9966 0.2604 -0.1 0.3 -0.5
C -5.7025 -0.8390 -3.6840 1.0 0.9 -0.1
C -2.8210 0.8187 -1.8771 0.7 -2.0 -1.4
H 1.5781 4.2080 6.5474 -0.6 0.1 -0.1
H 2.0681 2.7993 2.4476 -0.4 -0.2 0.1
C 6.6996 2.7820 -0.8844 -0.1 -0.8 0.0
C 1.5693 3.5775 4.4949 0.7 -1.3 -2.3
H 3.1275 -0.1292 3.7306 -0.4 -0.2 -0.6
H -7.9356 -1.7225 -4.9717 -0.1 -0.1 0.1
C 3.0852 -1.0775 4.2458 0.7 1.0 2.4
H 3.1175 2.0588 0.2724 -0.3 0.5 0.2
H -2.9777 0.7742 -5.1818 0.1 0.0 0.6
Cl 0.5596 0.0044 0.4189 1.5 -0.2 -1.1
C -3.8297 -0.5750 3.1149 -2.5 0.3 -2.3
F -5.3090 -1.1361 -0.2438 0.0 0.5 1.0
C 3.3941 -2.1325 6.4047 -0.4 0.2 -0.6
H -4.9118 0.8360 -1.9735 -0.4 0.5 -0.5
C -2.0913 -0.3584 -2.6118 0.6 0.3 0.9
H 1.4463 -2.2214 -3.1686 0.1 -0.5 0.0
H 3.4544 0.0027 6.0458 0.1 0.0 0.3
C 5.6962 3.7053 -1.2160 0.7 -1.3 0.7
F 2.8794 -4.6825 3.7884 -0.1 -0.2 0.0
C 2.8437 -2.2846 3.6796 0.2 -2.2 -1.3
H 5.1352 -2.4034 -1.3268 -0.3 -1.2 0.0
C -6.0534 0.6144 2.8920 1.9 -0.4 0.6
H -3.5161 -1.8682 -2.2247 -0.9 0.4 -0.1
H 2.3691 -0.1725 -3.2527 -0.1 0.0 -0.3
C -3.9066 0.2047 -5.1526 0.4 -0.3 1.1
C 3.3472 -0.9901 5.6345 -0.2 0.2 -1.1
H -2.8846 -0.8072 3.5832 -0.3 0.1 0.4
H 3.2704 -4.2474 6.4149 0.1 -0.3 -0.1
C -2.0249 3.7127 1.7619 -0.4 0.8 0.5
H 3.6089 -0.6799 -1.3127 0.0 0.2 -0.1
H -1.2493 5.6788 2.1803 0.1 -0.2 0.6
```
Forces are in eV/Å.

Properties
LUMO (alpha / beta) in eV: 0.292 / 0.255
Strongest force on any atom in eV/Å: 3.8
2S+1: 2
E_HOMO (alpha / beta) in eV: -1.95 / -8.69
Calculated total energy in Ha: -2960.31290